No. 1
The following is a DFT calculation (ωB97M-V/def2-TZVPD) of 10 unconnected molecules or ions with the total composition C3H27NO9S2 in a non-equilibrium geometry.

```
42
Properties=species:S:1:pos:R:3:forces:R:3
C 3.9266 -2.4542 -1.0412 0.65 1.02 0.03
S 3.2436 -3.2496 -2.4917 -0.30 -0.08 -0.08
S 1.6611 -4.2677 -1.7169 -0.49 0.18 -0.01
C 0.3889 -2.9624 -1.3445 1.03 -0.19 -0.71
C 0.3837 -2.6281 0.1394 0.00 -0.09 0.03
N -0.1278 -1.3210 0.4961 -0.47 0.46 0.25
H 3.7153 -3.0139 -0.1360 0.28 -0.19 -0.03
H 4.9910 -2.2840 -1.2253 0.13 -0.65 0.19
H 3.6016 -1.4237 -0.9209 -0.71 0.01 0.01
H -0.5396 -3.3306 -1.7762 -0.27 -0.07 0.41
H 0.6547 -2.0935 -1.9486 0.16 0.04 0.07
H 1.3863 -2.6787 0.5593 0.20 -0.05 -0.27
H -0.1581 -3.4144 0.6698 -0.22 0.19 0.11
H -1.0136 -1.0912 0.0698 -0.26 -0.27 0.04
H 0.4653 -0.5414 0.2272 -0.08 -0.75 0.16
O 1.1359 2.5991 -2.4160 0.01 -0.23 0.00
H 0.2778 2.2373 -2.1548 0.00 -0.02 -0.10
H 1.4821 1.9026 -2.9931 -0.03 0.23 0.03
O -0.3895 3.7270 2.7414 -0.40 -0.22 -0.41
H -0.6877 2.8027 2.7686 0.08 0.09 0.29
H 0.3617 3.6121 2.1502 0.14 0.24 0.06
O -2.7548 2.2808 0.9947 -0.36 0.29 1.14
H -2.6024 3.2104 1.2283 0.21 -0.01 -0.53
H -2.9603 1.9536 1.8900 0.10 -0.27 -0.56
O -0.3863 0.8803 2.4825 -0.03 -0.26 0.28
H 0.5004 0.5248 2.6082 0.15 0.29 -0.01
H -0.9277 0.1108 2.6927 -0.12 0.02 -0.24
O 2.3001 0.8934 -0.4847 0.22 -0.51 0.39
H 1.4602 0.4848 -0.2315 0.49 0.75 -0.33
H 2.0984 1.7584 -0.8654 -0.33 -0.02 -0.14
O -3.4478 0.2947 -1.0425 -0.62 0.38 -1.12
H -3.5676 0.8579 -0.2718 0.52 -0.15 0.25
H -2.7667 -0.3640 -0.9203 0.00 0.11 0.59
O 2.2597 2.9549 3.4052 0.51 0.23 -0.14
H 2.5058 3.8680 3.1932 -0.27 -0.19 0.16
H 3.1171 2.5174 3.4530 -0.04 -0.13 -0.01
O -4.4682 -1.9997 0.0474 0.19 0.08 0.07
H -4.9312 -2.4439 0.7633 0.03 -0.32 -0.24
H -4.3269 -2.6231 -0.6757 -0.29 -0.05 0.34
O -1.6211 1.3228 -2.8254 -1.19 1.09 0.52
H -2.5376 1.1261 -2.5061 0.71 -0.91 -0.05
H -1.7027 2.2653 -2.5916 0.65 -0.05 -0.46
```
Forces are in eV/Å.

Summary:
DFT total energy, a.u.: -1658.7464
ΔE to the lowest compared entry with this formula, charge and spin, eV: 0.000
SMILES: CSSCCN.O.O.O.O.O.O.O.O.O
Kohn-Sham gap, eV: 8.77
HOMO energy, eV: -8.7
LUMO, eV: 0.094


No. 2
The following is a DFT calculation (ωB97M-V/def2-TZVPD) of a molecular structure, C44H37CeN2OP2S3 in a non-equilibrium geometry.

```
90
Properties=species:S:1:pos:R:3:forces:R:3
Ce 1.3541 0.3389 -1.0342 -2.28 -3.63 2.57
S 2.7877 -1.7465 0.4281 -0.94 0.58 0.15
P 1.1674 -1.6561 1.8034 1.25 1.22 -3.01
C -0.0737 -1.0079 0.7190 -0.03 -0.01 1.45
P -1.7888 -0.5846 0.5606 2.76 0.57 -1.31
S -1.6531 0.2161 -1.3361 0.04 0.49 0.09
C -2.4113 0.7006 1.6888 -0.55 -0.66 0.00
C -3.6249 1.3877 1.4636 1.11 -0.12 0.25
C -3.9593 2.4522 2.2893 0.39 -0.24 -0.09
C -3.1665 2.7904 3.3997 0.37 -0.75 -0.24
C -2.0606 1.9788 3.6852 -0.09 0.03 0.03
C -1.6952 0.9223 2.8415 0.39 0.82 0.48
C -3.1143 -1.7767 0.5358 0.18 0.02 -0.15
C -3.7017 -2.0789 1.7566 -0.77 -0.59 -0.26
C -4.9509 -2.7158 1.7610 0.25 -0.04 -0.25
C -5.5722 -3.0919 0.5557 0.88 0.40 -0.06
C -4.8871 -2.8464 -0.6480 -0.30 -0.14 0.25
C -3.6719 -2.1728 -0.6806 -0.45 -0.18 0.61
C 1.0687 -3.2696 2.5370 -0.90 0.07 -0.48
C -0.0861 -4.0012 2.2792 0.47 -0.44 0.40
C -0.1659 -5.2942 2.7948 0.24 -0.59 0.07
C 0.8469 -5.8426 3.6163 -0.38 1.79 -0.70
C 1.9704 -5.0340 3.8564 0.10 -0.73 0.04
C 2.1301 -3.7976 3.2467 -0.12 -0.06 0.63
C 1.8386 -0.5415 3.0814 0.24 -0.73 0.64
C 2.5339 0.6206 2.7193 -0.59 0.42 0.55
C 2.4949 1.7261 3.5913 -0.11 -1.18 0.26
C 1.9458 1.5591 4.8777 -0.50 -0.55 -0.73
C 1.5632 0.2727 5.3302 0.61 0.76 -0.69
C 1.5680 -0.8024 4.4393 -0.18 1.19 -0.09
H -4.2475 1.0770 0.6375 -0.09 0.22 -0.16
H -4.8257 3.0195 2.0137 -0.40 0.28 0.23
H -3.4310 3.6305 4.0372 0.07 -0.17 -0.12
H -1.4164 2.1136 4.5486 -0.31 0.33 0.09
H -0.8027 0.3405 3.1029 -0.33 0.21 -0.30
H -3.1882 -1.8157 2.6830 -0.37 0.04 -0.15
H -5.4096 -2.8915 2.7209 -0.25 -0.16 0.02
H -6.5616 -3.5563 0.5160 0.43 0.15 0.22
H -5.3278 -3.1566 -1.5831 -0.13 -0.03 -0.08
H -3.2001 -1.9035 -1.6194 -0.05 -0.06 0.13
H -0.8524 -3.5515 1.6479 0.01 -0.32 0.18
H -1.0022 -5.9103 2.4989 -0.19 -0.06 0.20
H 0.7385 -6.8208 4.0644 0.06 0.03 -0.09
H 2.7521 -5.4012 4.5109 0.06 -0.04 -0.11
H 3.0365 -3.2110 3.3807 -0.10 -0.17 0.04
H 3.1195 0.5956 1.7972 -0.55 0.36 -0.03
H 2.8782 2.6836 3.2633 0.13 -0.01 0.14
H 1.7391 2.4453 5.4589 0.31 -0.06 0.38
H 1.2502 0.1140 6.3502 0.04 0.07 0.14
H 1.3795 -1.7966 4.8212 -0.52 -0.01 -0.29
C -0.0244 -3.6644 -5.5596 0.27 1.14 0.49
C -0.4872 -3.3568 -4.2754 0.10 0.06 -0.15
C 0.0622 -2.3217 -3.5270 0.72 0.52 0.03
C 1.1160 -1.5735 -4.0889 -0.20 -0.78 -1.10
C 1.5458 -1.8230 -5.4032 -0.39 -0.56 0.39
C 0.9805 -2.8678 -6.1262 0.20 -0.14 0.27
N 1.8058 -0.6177 -3.3325 2.51 1.52 -0.41
N 2.9240 -0.1823 -3.8362 -2.60 -1.70 0.12
C 3.6533 0.7167 -3.0902 1.28 1.52 0.25
C 4.8910 1.1612 -3.6193 -0.13 -0.30 -0.37
C 5.7148 1.9967 -2.8731 -1.04 0.03 0.91
C 5.2989 2.4252 -1.5774 0.63 -0.23 -1.11
C 4.0530 2.0485 -1.1015 -0.14 0.32 0.10
C 3.2300 1.2557 -1.8830 0.49 -0.10 -0.17
H -0.4588 -4.4652 -6.1271 -0.09 -0.27 -0.06
H -1.2802 -3.9372 -3.8376 -0.16 -0.17 0.06
H -0.2707 -2.0968 -2.5047 0.03 -0.21 -0.44
H 2.3736 -1.2206 -5.7443 -0.09 -0.15 -0.41
H 1.3827 -3.1279 -7.0997 -0.16 0.17 0.01
H 5.1666 0.8600 -4.6397 -0.01 0.01 0.56
H 6.6487 2.3335 -3.2886 0.17 0.05 0.01
H 5.9526 3.0748 -1.0022 -0.09 -0.13 -0.02
H 3.6792 2.4061 -0.1280 0.33 -0.07 -0.44
C 0.4226 4.6968 0.6473 0.63 0.36 0.17
S -0.3012 3.2330 -0.1019 2.49 -0.91 0.06
O 1.0919 2.4219 -0.4289 -2.74 2.35 1.08
C -0.7849 3.8108 -1.6759 -0.45 0.12 -0.91
C -2.1483 4.0712 -1.8896 0.81 0.11 -0.39
C -2.5754 4.2870 -3.1910 0.45 -0.18 -0.62
C -1.6801 4.2482 -4.2866 0.27 -0.24 1.35
C -0.3279 4.0218 -4.0352 0.28 0.34 0.66
C 0.1290 3.8280 -2.7257 -0.19 -0.01 -0.08
H 1.4164 4.8778 0.1689 -0.79 -0.26 0.39
H 0.5239 4.4629 1.7246 0.04 0.26 -0.58
H -0.2098 5.5850 0.4887 0.03 -0.50 0.13
H -2.8327 4.1667 -1.0606 -0.16 -0.36 0.07
H -3.6296 4.4128 -3.3644 -0.18 0.24 -0.10
H -2.0093 4.3965 -5.2956 -0.29 0.03 -0.25
H 0.4488 4.0427 -4.7920 -0.39 -0.02 -0.26
H 1.1948 3.7044 -2.5265 -0.31 -0.18 -0.09
```
Forces are in eV/Å.

Summary:
DFT total energy, a.u.: -4235.7473
ΔE to the lowest compared entry with this formula, charge and spin, eV: 0.137
Kohn-Sham gap (alpha / beta), eV: 5.69 / 6.10
HOMO energy (alpha / beta), eV: -9.6 / -9.9
LUMO (alpha / beta), eV: -3.950 / -3.777
Total charge: +1


No. 3
The following is a DFT calculation (ωB97M-V/def2-TZVPD) of a molecular structure, C34H37F6GeNO4P2Zn in a non-equilibrium geometry.

```
86
Properties=species:S:1:pos:R:3:forces:R:3
Zn 0.1286 0.3053 -1.5337 1.12 0.49 0.19
C -0.7928 -3.7269 -4.1139 -0.01 0.00 0.10
P -0.7527 -2.0923 -3.2098 -0.31 0.05 -0.15
C -0.2123 -1.0231 -4.6225 0.03 0.01 0.13
C -2.5821 -1.7610 -3.2357 -0.26 -0.12 0.42
C -3.2618 -1.5434 -4.4382 0.10 0.01 0.11
C -4.6263 -1.3084 -4.4656 -0.08 0.00 0.04
C -5.3409 -1.2620 -3.2748 0.00 0.02 -0.09
C -4.6897 -1.4856 -2.0736 0.11 0.00 0.03
C -3.3205 -1.7566 -2.0252 0.26 -0.16 -0.46
P -2.5108 -2.3114 -0.4450 -0.12 0.07 -0.02
C -3.5557 -3.8479 -0.2241 0.11 0.06 -0.11
C -3.3501 -1.2231 0.8287 0.28 0.05 0.11
H -1.4430 -3.7083 -4.9935 0.05 -0.01 -0.02
H -1.1423 -4.5010 -3.4252 0.02 0.01 -0.06
H 0.2294 -3.9743 -4.4159 -0.06 0.01 0.03
H -0.3897 -1.4754 -5.6020 -0.05 0.01 0.01
H 0.8536 -0.8204 -4.5049 -0.03 -0.03 0.00
H -0.7259 -0.0625 -4.5516 0.04 -0.02 -0.03
H -2.7085 -1.5580 -5.3726 -0.02 0.00 0.07
H -5.1380 -1.1718 -5.4124 0.03 0.06 0.02
H -6.4071 -1.0683 -3.2845 -0.01 0.02 0.00
H -5.2634 -1.4589 -1.1526 0.01 -0.04 0.00
H -4.5854 -3.6932 -0.5523 -0.02 -0.01 0.06
H -3.5529 -4.1364 0.8277 0.06 -0.01 -0.02
H -3.1205 -4.6651 -0.8060 -0.05 0.05 0.03
H -4.1573 -1.7784 1.3203 0.00 0.03 -0.05
H -3.7973 -0.3890 0.2854 -0.08 0.04 0.02
H -2.8660 0.0919 2.4813 0.05 0.05 0.05
C 4.8218 5.0671 2.0707 0.03 -0.03 -0.05
C 3.6183 5.7038 1.3737 -0.03 -0.05 0.09
C 2.9096 6.7330 2.2496 -0.05 0.00 0.06
C 2.3351 6.0634 3.4940 -0.02 -0.13 -0.08
C 1.5638 4.8168 3.1323 0.04 0.01 -0.11
C 0.6364 4.2726 4.0636 0.04 0.11 0.10
C -0.0799 3.1533 3.7010 0.16 0.07 -0.20
F -0.9904 2.6549 4.5915 -0.07 -0.05 0.08
C 0.0755 2.5143 2.4944 -0.07 -0.16 0.09
C 1.0245 3.0152 1.5617 0.20 -0.26 -0.08
C 1.3118 2.3140 0.3553 -0.03 0.01 0.11
O 0.9416 1.0900 0.2027 -0.59 -0.10 -0.07
C 2.0312 3.0573 -0.6643 -0.15 -0.17 -0.15
C 2.6917 4.1749 -0.3148 0.09 0.10 0.19
N 2.6677 4.6863 0.9708 -0.08 -0.09 -0.11
C 1.7508 4.1926 1.9048 -0.09 0.22 0.15
C 1.9444 2.7088 -2.1437 0.14 0.04 0.07
O 2.8094 3.1722 -2.8998 -0.32 -0.12 0.06
O 0.9133 2.0331 -2.4787 -0.06 -0.34 -0.25
H 5.5317 5.8321 2.4064 -0.05 -0.06 -0.01
H 5.3286 4.3934 1.3764 0.00 0.03 0.06
H 4.4964 4.4779 2.9310 0.03 0.04 -0.03
H 3.9677 6.1922 0.4638 -0.02 0.03 -0.11
H 2.0930 7.1662 1.6657 0.01 0.03 0.00
H 3.5996 7.5404 2.5140 0.00 -0.03 0.00
H 1.6739 6.7606 4.0161 0.01 0.02 0.04
H 3.1465 5.8201 4.1939 -0.02 0.06 0.02
H 0.4857 4.7337 5.0336 -0.01 -0.02 -0.06
H -0.4953 1.6289 2.2454 0.09 0.07 0.03
H 3.2599 4.7313 -1.0509 0.00 -0.02 0.03
C -1.2867 -3.7561 2.5543 0.02 0.02 -0.14
Ge -1.4371 -1.8747 3.1090 -0.12 -0.06 0.18
C 0.3725 -1.2715 3.5205 0.01 0.11 -0.15
C -2.4920 -1.8636 4.7801 -0.02 0.01 0.04
C -2.3539 -0.6501 1.8636 0.06 -0.25 -0.34
H -0.5302 -4.2308 3.1857 -0.06 0.02 -0.02
H -0.9555 -3.8286 1.5149 -0.01 -0.03 0.11
H -2.2257 -4.3013 2.6725 0.03 0.03 -0.01
H 0.8722 -2.0146 4.1483 -0.02 0.05 -0.03
H 0.3698 -0.3081 4.0343 0.00 -0.03 -0.04
H 0.9321 -1.1545 2.5880 0.00 0.01 0.09
H -2.0255 -2.4885 5.5477 -0.04 0.04 -0.06
H -3.5074 -2.2341 4.6033 0.08 0.04 0.02
H -2.5588 -0.8404 5.1626 -0.01 -0.09 -0.02
H -1.5567 -0.1285 1.3254 -0.04 0.06 -0.04
F 3.3762 -6.1578 -2.6113 0.09 -0.28 -0.03
C 2.9969 -4.8709 -2.4819 -0.05 0.21 -0.02
C 3.2243 -3.9552 -3.4879 -0.08 0.06 0.11
F 3.8409 -4.3608 -4.6114 0.11 -0.08 -0.26
C 2.8365 -2.6366 -3.3547 0.07 0.10 0.10
F 3.1085 -1.8053 -4.3772 0.04 0.11 -0.17
C 2.2176 -2.1105 -2.1906 -0.17 -0.16 0.20
O 1.8874 -0.8939 -2.0418 -0.07 0.22 -0.12
C 1.9944 -3.1067 -1.1985 -0.02 0.12 0.01
F 1.3898 -2.7362 -0.0595 -0.05 0.00 0.12
C 2.3760 -4.4224 -1.3308 -0.04 0.13 -0.02
F 2.1515 -5.2935 -0.3326 -0.08 -0.16 0.18
```
Forces are in eV/Å.

Summary:
DFT total energy, a.u.: -6811.7084
ΔE to the lowest compared entry with this formula, charge and spin, eV: 0.658
Kohn-Sham gap (alpha / beta), eV: 3.78 / 4.64
HOMO energy (alpha / beta), eV: 0.5 / -0.4
LUMO (alpha / beta), eV: 4.275 / 4.285
Total charge: -2


No. 4
The following is a DFT calculation (ωB97M-V/def2-TZVPD) of a molecular structure, C14H26B3NO11 in a non-equilibrium geometry.

```
55
Properties=species:S:1:pos:R:3:forces:R:3
C 1.2170 0.2640 -6.5485 0.23 0.77 -0.03
C 2.3102 0.7656 -6.3016 -0.74 0.50 0.39
B 3.4243 1.7340 -5.6717 1.16 -0.84 -0.81
O 3.7018 3.0391 -6.1593 -1.65 -0.63 2.65
B 3.4628 3.9313 -5.0473 1.21 -0.69 -0.29
O 3.7722 3.5769 -3.6895 -1.44 -1.54 -1.25
B 3.6370 2.1754 -3.4827 1.12 0.01 -0.38
O 2.9623 1.5866 -2.3636 1.90 1.93 -1.14
N 2.0009 0.6697 -2.7827 -0.55 -2.26 -0.10
O 2.2222 -0.4037 -2.3684 -0.35 1.04 -0.19
O 4.1828 1.3302 -4.5098 -2.94 1.23 0.27
H 0.1656 -0.0328 -6.8104 1.91 0.22 0.42
H 2.9781 4.9713 -5.3195 0.16 0.21 0.23
O -2.8770 -2.0998 -0.8581 0.39 -0.33 0.28
C -1.7437 -2.3678 -0.5406 -0.11 0.44 -0.29
O -1.5024 -3.0160 0.6124 -0.44 -0.36 0.09
C -0.2222 -3.5436 0.9893 0.33 0.17 0.15
C 0.6305 -2.4837 1.6580 -0.05 0.17 -0.08
C -0.5798 -1.9027 -1.3740 0.25 -0.43 -0.41
H 0.2769 -4.0083 0.1362 -0.06 0.11 -0.05
H -0.4224 -4.3455 1.7027 -0.24 0.09 -0.12
H 0.8453 -1.6543 0.9818 0.08 -0.07 0.02
H 1.5782 -2.9081 1.9946 -0.05 0.02 0.00
H 0.1086 -2.0621 2.5194 0.06 -0.10 -0.02
H -0.3282 -0.8782 -1.0975 -0.01 -0.07 0.02
H -0.8740 -1.9295 -2.4239 -0.13 0.20 0.15
H 0.3023 -2.5335 -1.2878 0.08 0.16 0.16
O -7.3591 1.3211 2.2408 0.43 -0.32 0.16
C -6.9027 0.2076 2.3249 -0.30 0.18 -0.35
O -5.6177 0.0305 2.6767 0.13 0.39 0.37
C -5.0339 -1.2429 2.9875 0.08 -0.32 -0.22
C -4.5619 -1.9493 1.7330 -0.17 0.11 0.01
C -7.7299 -0.9937 1.9491 -0.31 -0.34 0.47
H -5.7180 -1.8530 3.5821 -0.08 0.07 -0.07
H -4.1735 -1.0344 3.6267 -0.15 0.24 -0.04
H -5.3917 -2.1666 1.0579 0.04 -0.06 0.05
H -4.0661 -2.8888 1.9834 0.02 0.07 -0.04
H -3.8634 -1.3205 1.1816 -0.03 -0.10 0.12
H -7.6775 -1.1414 0.8698 0.03 0.00 0.06
H -8.7648 -0.8025 2.2358 0.09 0.16 -0.21
H -7.4347 -1.9081 2.4597 0.14 -0.04 -0.19
O 2.0576 0.5889 3.6111 0.14 0.14 -0.55
C 2.7440 1.3349 2.9579 0.10 -0.19 0.52
O 2.7955 1.2041 1.6199 -0.47 -0.19 -0.21
C 3.4233 2.1453 0.7367 0.21 0.07 -0.05
C 4.9052 1.8613 0.6041 0.11 -0.08 0.14
C 3.6228 2.3581 3.6276 -0.22 0.61 0.04
H 3.2176 3.1727 1.0455 0.05 -0.06 0.13
H 2.9466 2.0152 -0.2354 -0.07 -0.10 0.38
H 5.4223 1.9683 1.5595 -0.01 0.10 -0.06
H 5.3649 2.5425 -0.1152 -0.03 -0.02 0.02
H 5.0671 0.8341 0.2695 -0.08 0.08 -0.07
H 4.5605 1.8862 3.9242 -0.05 0.02 -0.03
H 3.1084 2.7249 4.5166 0.09 -0.26 0.01
H 3.8297 3.2310 3.0117 0.18 -0.11 -0.07
```
Forces are in eV/Å.

Summary:
DFT total energy, a.u.: -1506.1184
Kohn-Sham gap, eV: 8.79
HOMO energy, eV: -9.8
LUMO, eV: -0.995